{
  "formula": "H18O9",
  "method": "wB97M-V/def2-TZVPD",
  "e_homo_ev": -10.1,
  "charge": 0,
  "smiles": "O.O.O.O.O.O.O.O.O",
  "orbital_gap_ev": 10.0,
  "multiplicity": 1,
  "e_lumo_ev": -0.067,
  "symbols": ["H", "O", "H", "H", "O", "H", "H", "H", "H", "H", "H", "H", "O", "O", "H", "H", "H", "O", "O", "O", "H", "H", "H", "H", "H", "O", "O"],
  "coordinates": [[0.95, -0.78, 0.29], [-2.17, -2.26, -1.72], [-3.91, 0.33, -1.22], [2.85, 1.22, 2.65], [0.42, -0.27, -2.48], [1.34, -1.95, -0.67], [-0.56, 1.15, -0.01], [0.99, -0.30, -3.21], [-4.30, 1.24, -2.23], [-1.04, 0.74, 1.89], [2.39, 0.00, -1.75], [-0.46, -0.60, -2.73], [0.82, 0.22, 3.68], [2.81, -0.45, -0.98], [1.69, 0.61, 3.86], [-2.72, -2.38, -0.92], [3.43, 0.81, 1.46], [-4.72, 0.71, -1.63], [2.63, 1.28, 1.77], [0.58, -1.40, -0.36], [0.39, 0.53, 4.53], [3.31, -1.19, -1.33], [0.81, 1.91, -0.37], [-2.17, -0.03, 1.14], [-1.60, -1.49, -1.66], [-2.00, 0.76, 1.66], [0.25, 1.61, 0.34]]
}

***

{
  "formula": "C4H8N2O",
  "method": "wB97M-V/def2-TZVPD",
  "e_homo_ev": -9.5,
  "charge": 0,
  "orbital_gap_ev": 10.4,
  "multiplicity": 1,
  "e_lumo_ev": 0.890,
  "symbols": ["H", "H", "H", "N", "H", "H", "N", "C", "C", "O", "H", "H", "H", "C", "C"],
  "coordinates": [[-1.01, -1.31, 1.19], [-1.74, 1.50, -0.49], [-0.86, 2.75, 0.05], [2.23, 0.15, 0.03], [-0.07, 1.90, -1.36], [-0.05, -0.66, -1.56], [1.54, 1.01, 0.49], [-0.42, -1.90, 0.47], [0.16, 0.92, 0.44], [1.58, -0.91, -0.56], [-0.96, -2.65, 0.00], [0.41, -2.53, 0.80], [-0.40, 0.71, 1.45], [0.22, -0.80, -0.49], [-0.62, 1.84, -0.46]]
}

***

{
  "formula": "C15H16ClCoN",
  "method": "wB97M-V/def2-TZVPD",
  "e_homo_ev": [-2.2, -3.6],
  "charge": -1,
  "orbital_gap_ev": [5.2, 6.0],
  "multiplicity": 5,
  "e_lumo_ev": [3.059, 2.426],
  "symbols": ["C", "H", "H", "C", "C", "C", "C", "H", "C", "H", "Co", "C", "H", "H", "N", "C", "C", "H", "C", "H", "C", "H", "H", "H", "C", "H", "C", "H", "C", "Cl", "H", "H", "H", "C"],
  "coordinates": [[-1.33, 0.35, 3.19], [0.08, 3.42, -4.10], [-0.18, 0.54, 6.40], [-0.11, 1.69, -2.80], [-0.40, -1.10, -3.31], [1.03, -1.27, -3.11], [-0.17, -0.31, 1.14], [-1.46, 1.84, -1.13], [1.03, -0.26, 3.30], [-0.29, -3.09, -0.58], [0.25, 0.06, -1.93], [-0.17, 0.36, 5.32], [0.69, -0.84, 0.70], [2.18, 1.39, -0.84], [1.65, 0.51, -0.99], [1.19, -1.97, -1.85], [1.01, -0.03, 4.66], [1.63, 2.55, -3.57], [-0.15, -0.07, 2.51], [1.94, -0.61, 2.80], [-0.10, -2.41, -1.41], [2.14, -2.21, -1.39], [-0.86, -0.69, -4.21], [-0.93, 0.12, 0.47], [0.54, 2.60, -3.54], [1.81, -0.98, -3.80], [-1.23, 1.32, -2.06], [-2.25, 0.82, 5.04], [-1.34, 0.53, 4.56], [-2.75, 0.60, 2.30], [-2.16, -1.92, -2.15], [-2.13, 0.99, -2.60], [1.92, -0.15, 5.25], [-1.07, -1.81, -2.24]]
}